A 40-piece molecular cluster, H80O40 overall at a distorted geometry. Source: OMol25; level of theory: the ωB97M-V functional and the def2-TZVPD basis.

```
120
Properties=species:S:1:pos:R:3:lowdin_charge:R:1
O -2.072 2.289 0.041 -0.0785
O 1.440 -2.018 -2.185 -0.0535
O 3.803 -5.468 -1.237 -0.0314
O 0.748 3.170 6.232 -0.0824
O 0.035 -3.394 1.634 -0.0917
O -3.189 -1.734 4.238 -0.0457
O 3.651 2.117 -0.393 -0.0845
O -5.358 4.124 1.823 -0.0560
O 0.329 -5.901 -0.967 -0.0395
O -2.671 2.219 4.709 -0.0418
O -4.703 -3.240 -1.051 -0.0586
O 0.836 1.744 0.324 -0.0156
O -2.627 0.666 -3.401 -0.0302
O 5.575 0.249 -0.133 -0.1159
O -2.138 -4.044 3.108 -0.0594
O -1.167 -2.071 -5.342 -0.0572
O 0.001 1.451 4.809 -0.0768
O -0.215 6.598 -1.527 -0.0959
O 2.646 0.393 -5.563 -0.0763
O 0.569 -0.917 2.647 -0.0777
O 3.185 -3.639 -4.236 -0.1067
O 2.824 0.689 4.167 -0.0372
O -2.681 2.878 -5.288 -0.0611
O -3.407 -0.089 -0.713 -0.0740
O 1.482 4.334 -0.552 -0.0386
O -3.089 -5.028 0.693 -0.0517
O 4.278 -2.670 -0.268 -0.0420
O 5.944 0.745 -2.319 -0.0406
O 0.693 0.392 -3.059 -0.0976
O -5.605 -0.377 2.315 -0.0709
O 4.384 3.426 -2.879 -0.0499
O -1.885 3.601 -2.935 -0.0384
O -0.715 -1.310 -0.858 -0.0946
O 2.189 -1.409 0.888 -0.0896
O -3.389 -1.677 1.011 -0.0866
O 0.834 5.269 2.849 -0.0384
O -1.937 -3.678 -2.962 -0.0380
O 3.788 -3.222 2.270 -0.1045
O -1.722 4.147 2.135 -0.0440
O -0.852 1.443 2.120 -0.0728
H -0.918 4.722 2.066 0.0551
H 0.526 6.291 -0.924 0.0311
H -1.441 -1.958 -0.957 0.0438
H -0.234 1.965 1.586 0.0163
H -0.101 -2.448 1.862 0.0162
H 0.548 0.844 0.096 0.0620
H 1.969 -1.606 -0.042 0.0246
H -3.195 1.885 4.019 0.0075
H 2.642 -4.503 -4.224 0.0896
H -4.610 4.473 1.359 0.0059
H -1.724 -4.113 -2.134 0.0279
H -1.104 -2.826 -4.718 0.0211
H -1.158 3.941 -3.452 0.0647
H -2.671 -3.041 -2.855 0.0496
H 6.457 0.664 0.199 0.1301
H 6.233 1.610 -2.682 0.0897
H -2.736 -0.069 -0.035 0.0061
H -1.713 0.486 -3.368 -0.0416
H -2.447 -4.644 1.227 -0.0615
H 5.041 -2.556 0.321 0.0625
H 4.691 4.259 -2.568 0.0297
H 4.446 -2.953 -1.131 0.0003
H -1.039 -1.456 -4.602 -0.0098
H 3.117 0.747 -4.752 0.0578
H -1.896 1.649 5.006 0.0500
H 2.583 0.591 3.243 0.0130
H 3.517 -4.606 -1.432 -0.0333
H -1.751 -4.920 3.181 0.0588
H 0.358 3.741 5.572 0.0129
H 2.214 3.789 -0.752 -0.0220
H 3.463 1.407 4.124 0.0422
H -5.314 3.176 1.554 0.0437
H -1.239 1.949 2.826 -0.0019
H 2.909 -2.843 1.920 0.0242
H -2.115 2.097 -5.197 0.0177
H 0.472 0.870 5.409 0.0805
H 3.059 -0.959 0.813 0.0609
H -0.205 -5.207 -0.599 -0.0076
H 3.024 -0.376 -6.045 0.0744
H 0.883 -3.576 1.098 0.0911
H -4.201 -1.728 0.540 -0.0149
H 1.355 5.070 3.606 0.0230
H -5.656 -3.032 -0.937 0.0775
H 0.111 0.121 -3.881 0.0961
H -4.625 -3.892 -1.762 0.0569
H 0.379 -0.451 3.474 0.0278
H 1.472 0.513 -3.689 0.0455
H -3.375 -2.071 1.933 0.0540
H -1.380 2.864 -2.560 0.0341
H 5.246 0.286 -2.721 0.0355
H 0.659 3.811 -0.663 0.0432
H 1.302 6.105 2.593 0.0864
H 4.698 2.844 -2.160 -0.0031
H 0.014 -0.325 2.065 0.0453
H -0.285 -6.446 -1.484 0.0532
H 6.096 -0.199 -0.829 0.0433
H 3.235 -5.946 -0.629 0.0337
H -3.812 -4.384 0.545 0.0154
H -3.992 0.664 -0.708 0.0547
H -5.739 -1.260 2.713 0.0549
H -2.756 3.335 -4.477 -0.0397
H 3.020 1.861 -1.056 0.0176
H -6.078 -0.279 1.463 0.0509
H 1.742 1.725 0.464 -0.0050
H -3.652 -0.928 4.046 0.0043
H -0.778 5.859 -1.208 0.0188
H -1.269 -0.395 -1.078 0.1289
H 4.397 1.411 -0.372 0.0352
H -3.091 -0.157 -3.086 0.0722
H -0.087 2.648 6.395 0.0556
H 2.610 -2.974 -3.810 -0.0103
H -0.352 1.125 3.990 -0.0109
H 3.367 -4.104 2.151 0.0458
H -2.040 3.008 0.730 0.0238
H 1.495 -1.296 -2.781 -0.0253
H -2.299 2.605 -0.840 0.0172
H 0.656 -1.993 -1.630 -0.0213
H -2.459 -1.465 3.629 0.0378
H -1.300 -3.713 2.761 -0.0106
H -1.896 3.825 3.003 0.0151
```

Values from the calculation:
Energy relative to the best compared isomer or geometry (same formula, charge and spin) = 1147.49 kJ/mol
Gap between HOMO and LUMO = 9.6 eV
HOMO energy = -10.5 eV